Record 1
Below is a 2-piece molecular cluster, C2H2ClP overall, with properties calculated with ωB97M-V with the def2-TZVPD basis set.

charge: 0
energy: -878.74010 Ha
HOMO (alpha / beta): -7.4 / -9.2 eV
gap between HOMO and LUMO (alpha / beta): 6.53 / 8.71 eV

Cartesian coordinates (Å):
C  0.8528  -0.0105  -0.0280
C  -0.4811  -0.1837  -0.3684
P  0.4395  -1.6491  0.2168
Cl  2.0213  1.1840  0.0425
H  -1.6825  0.5483  1.2830
H  -1.1501  0.1111  -1.1459

Forces on the atoms, in the same order (eV/Å):
C -1.4 -0.6 -0.1
C 0.7 0.5 1.5
P 0.3 0.0 -0.1
Cl 0.1 0.1 -0.1
H 0.6 -0.3 -1.0
H -0.2 0.2 -0.2

Record 2
Below is C2H2CuFLiO as an isolated structure, with properties calculated with ωB97M-V with the def2-TZVPD basis set.

charge: +2
multiplicity: 2
energy: -1899.72358 Ha
HOMO (alpha / beta): -19.2 / -19.6 eV
⟨S²⟩: 0.76
gap between HOMO and LUMO (alpha / beta): 9.16 / 7.71 eV

Cartesian coordinates (Å):
C  -1.4209  -0.6173  -0.5781
F  -1.4157  0.5834  -1.0320
H  -1.7205  -1.2893  -1.4038
C  1.3727  -0.3939  1.3357
O  1.7390  0.2098  0.3121
Cu  -0.5338  -1.0674  1.2822
Li  2.7045  1.7881  -0.1249
H  1.9980  -0.1941  2.2402

Forces on the atoms, in the same order (eV/Å):
C 0.6 0.6 -0.1
F -0.1 -0.9 0.5
H -0.2 0.0 0.2
C 1.1 2.7 -2.9
O -1.3 -1.9 2.9
Cu -0.1 0.0 -0.6
Li 0.3 0.2 -0.3
H -0.3 -0.7 0.3

Record 3
Below is C2H2CuLiO2 as an isolated structure, with properties calculated with ωB97M-V with the def2-TZVPD basis set.

charge: 0
energy: -1875.77957 Ha
HOMO (alpha / beta): -6.8 / -6.8 eV
gap between HOMO and LUMO (alpha / beta): 6.42 / 6.42 eV

Cartesian coordinates (Å):
O  -0.5635  0.3252  0.6295
C  -0.0639  1.3377  0.3246
C  0.5447  2.4249  -0.0724
O  -0.6490  -3.3860  0.3026
Cu  0.0047  -4.7468  -1.2105
Li  -0.8387  -1.6994  0.4716
H  1.4630  2.7292  0.4299
H  0.1027  3.0152  -0.8752

Forces on the atoms, in the same order (eV/Å):
O 0.0 0.5 0.0
C 0.3 -0.2 -0.3
C -0.2 0.0 0.1
O 0.9 -1.3 -2.2
Cu -1.0 2.1 2.3
Li 0.1 -0.7 -0.1
H -0.3 -0.1 -0.2
H 0.2 -0.2 0.3

Record 4
Below is one molecule with the formula C2H2F2I2O, with properties calculated with ωB97M-V with the def2-TZVPD basis set.

charge: 0
SMILES string: O[C@H](I)C(F)(F)I
energy: -947.74663 Ha
HOMO: -9.8 eV
gap between HOMO and LUMO: 9.67 eV

Cartesian coordinates (Å):
O  0.8883  1.1205  0.5436
C  -0.2412  0.3835  0.4450
I  -0.6258  -0.8431  2.2391
C  0.0060  -0.7490  -0.7515
F  -1.0393  -1.5519  -0.8899
F  1.0841  -1.4793  -0.5295
I  0.2685  0.4467  -2.5631
H  0.8278  1.7534  1.2695
H  -1.1684  0.9191  0.2369

Forces on the atoms, in the same order (eV/Å):
O 0.3 0.3 0.1
C 0.0 -2.8 -1.2
I 0.0 0.4 -0.1
C -0.3 2.8 1.0
F -0.2 -0.1 0.1
F 0.2 -0.1 0.1
I 0.0 -0.4 0.1
H -0.1 0.0 -0.1
H 0.1 0.0 0.0

Record 5
Below is one molecule with the formula C2H2F2INO, with properties calculated with ωB97M-V with the def2-TZVPD basis set.

charge: 0
SMILES string: NC(=O)C(F)(F)I
energy: -704.83473 Ha
HOMO: -10.1 eV
gap between HOMO and LUMO: 10.12 eV

Cartesian coordinates (Å):
N  1.3017  -0.5865  0.1525
C  0.3349  0.2346  0.5480
O  0.4799  0.8720  1.5444
C  -1.0286  0.3587  -0.3651
F  -1.6127  1.5229  -0.1870
F  -0.6944  0.2322  -1.6763
I  -2.3917  -1.2529  0.0525
H  1.4250  -0.8980  -0.7535
H  2.1860  -0.4831  0.6846

Forces on the atoms, in the same order (eV/Å):
N 1.7 -0.4 1.2
C -1.2 0.8 -0.7
O -1.0 1.0 1.1
C 1.6 -1.2 0.5
F 0.0 0.3 0.2
F 0.1 0.2 0.1
I 0.0 0.1 0.2
H -0.2 -0.7 -2.1
H -1.2 -0.1 -0.4

Record 6
Below is C2H2F2LiNaO as an isolated structure, with properties calculated with ωB97M-V with the def2-TZVPD basis set.

charge: +1
multiplicity: 2
energy: -521.84532 Ha
HOMO (alpha / beta): -14.4 / -14.5 eV
⟨S²⟩: 0.76
gap between HOMO and LUMO (alpha / beta): 8.67 / 7.90 eV

Cartesian coordinates (Å):
F  -0.5868  2.9080  -0.8288
O  0.0803  0.3827  0.3703
Na  1.5982  2.0982  -0.1887
Li  -1.4398  1.5005  -0.3501
C  0.5203  -1.4594  0.2552
C  -0.1820  -0.7252  1.2199
H  -0.9122  -1.1219  1.9303
F  0.3407  -1.6413  -1.0292
H  0.4789  -2.3187  1.1501

Forces on the atoms, in the same order (eV/Å):
F 0.6 -1.0 0.5
O -1.6 0.6 3.7
Na -0.8 0.5 -0.3
Li 0.3 0.8 -0.3
C -3.1 -5.1 6.2
C 1.0 3.3 -7.9
H 0.4 1.1 0.7
F 0.6 0.5 0.9
H 2.7 -0.8 -3.5